Formula: C31H39
Source: OMol25
Level of theory: the ωB97M-V functional and the def2-TZVPD basis

The frontier orbital gap is 5.14 eV. The electronic energy is -32773.2286 eV. The charge is +1. The value obtained for the lowest unoccupied orbital energy is -5.32 eV. Its multiplicity is 1. The HOMO energy is -10.46 eV. The value obtained for the molar mass is 411.653 g mol⁻¹.

Last column: Löwdin charge in e.
Element x y z (Å)
C 0.44 -5.58 -3.42  -0.044
C 0.63 -4.34 -2.61  -0.271
C 0.41 -4.35 -1.25  -0.009
C 0.57 -3.21 -0.48  -0.204
C 0.31 -3.38 0.98  -0.043
C 0.95 -2.00 -1.08  -0.116
C 1.18 -0.71 -0.28  -0.297
C 2.39 -0.84 0.65  -0.021
C -0.06 -0.17 0.45  -0.121
C -1.25 0.10 -0.40  0.156
C -2.54 0.38 0.02  -0.092
C -3.57 0.56 -0.99  -0.160
C -3.28 0.39 -2.44  -0.026
C -4.86 0.85 -0.61  0.020
C -5.23 0.99 0.72  -0.201
C -6.63 1.32 1.08  -0.010
C -4.26 0.81 1.70  0.020
C -2.95 0.52 1.40  -0.132
C -2.02 0.35 2.55  -0.016
C 1.20 -2.00 -2.46  -0.216
C 1.66 -0.78 -3.18  -0.046
C 1.03 -3.16 -3.20  -0.004
H 0.65 -5.41 -4.47  0.080
H 1.10 -6.38 -3.06  0.089
H -0.60 -5.93 -3.33  0.087
H 0.11 -5.27 -0.78  0.126
H 0.55 -2.51 1.57  0.044
H -0.74 -3.62 1.15  0.093
H 0.91 -4.21 1.37  0.100
H 1.43 0.07 -1.02  0.117
H 3.30 -1.05 0.09  0.099
H 2.55 0.08 1.21  0.068
H 2.27 -1.63 1.37  0.074
H -0.34 -0.86 1.24  0.091
H 0.23 0.76 0.96  0.134
H -1.06 0.08 -1.46  0.118
H -4.19 0.49 -3.03  0.093
H -2.57 1.15 -2.79  0.102
H -2.86 -0.60 -2.64  0.102
H -5.61 0.98 -1.37  0.131
H -6.76 1.39 2.16  0.090
H -6.93 2.28 0.65  0.105
H -7.32 0.55 0.71  0.105
H -4.55 0.91 2.73  0.125
H -2.51 0.62 3.49  0.096
H -1.70 -0.69 2.66  0.103
H -1.15 0.99 2.46  0.089
H 1.79 -0.98 -4.25  0.085
H 0.93 0.03 -3.09  0.075
H 2.62 -0.43 -2.80  0.092
H 1.22 -3.14 -4.26  0.114
C -0.04 4.62 0.56  -0.109
C 1.05 3.96 1.30  -0.166
C 2.14 3.52 0.68  -0.077
C 3.26 2.83 1.32  -0.246
C 4.31 2.37 0.53  -0.056
C 5.38 1.70 1.09  -0.083
C 5.42 1.49 2.45  -0.086
C 4.40 1.95 3.25  -0.079
C 3.33 2.62 2.69  -0.045
H -0.83 4.98 1.22  0.073
H 0.34 5.48 0.00  0.085
H -0.50 3.93 -0.15  0.066
H 0.94 3.82 2.36  0.092
H 2.21 3.67 -0.38  0.114
H 4.28 2.53 -0.54  0.109
H 6.18 1.35 0.46  0.106
H 6.26 0.97 2.89  0.105
H 4.44 1.80 4.32  0.106
H 2.55 2.98 3.33  0.099